Density functional theory data (wB97M-V/def2-TZVPD) for the ion C6H10N3 with charge +1 in a non-equilibrium geometry.

Calculated values
Gap between HOMO and LUMO   9.34 eV
ΔE to the lowest compared entry with this formula, charge and spin   182.5 kcal/mol
Multiplicity   1
Charge   +1

```
19
Properties=species:S:1:pos:R:3:lowdin_charge:R:1
C -3.6606 1.0976 -0.0121 0.022
C -2.8130 -0.1573 0.1082 -0.164
C -2.6621 -1.4747 0.3226 0.210
N -1.4326 -0.5964 0.0014 0.002
N -0.3650 0.1103 -0.1478 0.134
N 0.8875 -0.1308 -0.2075 -0.132
C 1.7602 -1.3024 0.0064 -0.065
C 2.9019 -0.2479 0.1556 -0.125
C 1.9681 0.7824 -0.4105 -0.142
H -3.7278 1.0608 -1.1452 0.124
H -3.0636 1.8688 0.4543 0.086
H -4.6314 0.7544 0.5225 0.134
H -2.8745 -2.4892 0.6717 0.122
H 1.8708 -1.8960 -0.8753 0.109
H 1.3912 -1.9786 0.8179 0.135
H 3.1052 -0.0063 1.1905 0.105
H 3.9207 -0.5295 -0.3867 0.164
H 2.0901 1.8567 -0.2032 0.140
H 2.1456 0.7944 -1.5220 0.140
```